(1)
C30H25Cl3GaN3P | ωB97M-V/def2-TZVPD

Element x y z (Å)
Ga 10.4180 10.7732 12.8366
Cl 13.4039 11.5251 13.2629
C 13.4185 13.1578 12.4486
Cl 11.7727 13.6666 12.0658
H 13.9565 12.9912 11.5380
H 13.8885 13.8777 13.1400
Cl 7.1479 11.3593 13.2864
C 6.9794 10.7492 14.9458
C 5.6635 10.8131 15.4356
C 5.3734 10.5511 16.7879
C 6.3813 10.2168 17.6752
C 7.7034 10.2262 17.1952
C 8.0296 10.4262 15.8419
P 9.7191 10.3801 15.3137
C 10.4248 11.8310 16.1874
C 10.2160 13.0509 15.6219
C 11.0537 14.1615 15.9481
C 11.9921 14.0524 16.9778
C 12.1167 12.8114 17.6315
C 11.2992 11.7270 17.2942
C 10.5858 8.9133 15.8984
C 11.9853 8.7582 15.9249
C 12.5221 7.5072 16.1939
C 11.8192 6.4907 16.7188
C 10.3930 6.6146 16.6465
C 9.7987 7.7728 16.1577
H 4.9724 11.2138 14.7231
H 4.3379 10.5991 17.0660
H 6.2364 10.1193 18.7142
H 8.6038 10.0196 17.8377
H 9.4970 13.2112 14.8344
H 11.0366 15.0465 15.3377
H 12.4926 14.9103 17.3252
H 12.8477 12.6994 18.4517
H 11.4693 10.8189 17.8898
H 12.6594 9.6236 15.7842
H 13.5674 7.3455 15.9570
H 12.2601 5.6123 17.1937
H 9.7431 5.8512 17.0916
H 8.7386 7.8012 15.9415
C 9.0530 6.9327 11.9641
C 9.2542 8.2196 12.3548
N 10.3966 8.8691 11.9379
C 11.3478 8.2439 11.1987
C 11.2332 6.8850 10.8442
C 10.0070 6.2756 11.1877
C 12.3688 6.1686 10.3042
C 13.0249 6.5392 9.1351
C 12.4950 7.4563 8.1400
C 11.1408 7.4344 7.7239
C 10.8203 8.2727 6.7141
N 11.6853 9.0753 6.1122
C 12.9727 8.9797 6.5203
N 13.3545 8.2885 7.5341
H 8.1752 6.3697 12.3539
H 8.5749 8.8260 12.9447
H 12.3186 8.7200 11.1400
H 9.8374 5.2028 10.9606
H 12.7387 5.3271 10.8674
H 14.0955 6.2849 9.0335
H 10.3613 6.9301 8.2922
H 9.8173 8.4016 6.2763
H 13.7012 9.5954 6.0037

net charge	+3
max |F|	3.6	eV Å⁻¹
LUMO level (alpha / beta)	-0.4789 / -0.4789	Eh
energy relative to the best compared isomer or geometry (same formula, charge and spin)	40.54	kJ/mol

Atom charges from the Mulliken analysis, given in e for atoms 1 to 6: number 1, Ga, carries 0.703; number 2, Cl, carries -0.046; number 3, C, carries -0.373; number 4, Cl, carries -0.066; number 5, H, carries 0.398; number 6, H, carries 0.359

***

(2)
C4H5Cl | ωB97M-V/def2-TZVPD

Element x y z (Å)
C 0.2205 1.8280 1.3305
C -0.0016 0.7056 0.6406
C -0.4473 -0.3601 0.0284
C 0.1925 -1.0297 -1.0959
Cl -2.0362 -1.8473 0.2826
H 0.8727 1.7464 2.1914
H -0.1810 2.7531 1.1176
H 0.8043 -0.3442 -1.7166
H -0.3596 -1.6379 -1.9062
H 0.9357 -1.8139 -0.8726

max |F|	4.2	eV Å⁻¹
LUMO level	-0.0469	Eh
energy relative to the best compared isomer or geometry (same formula, charge and spin)	223.56	kJ/mol

Atom charges from the Mulliken analysis, given in e for atoms 1 to 6: number 1, C, carries -0.715; number 2, C, carries 0.187; number 3, C, carries 0.311; number 4, C, carries -0.981; number 5, Cl, carries -0.285; number 6, H, carries 0.227

***

(3)
C4H10N4O4 | ωB97M-V/def2-TZVPD

Element x y z (Å)
H 2.3799 1.3153 -0.2880
N 1.3505 1.4580 -0.0777
C 0.6762 0.5042 -0.5264
N 1.4694 -0.7172 -0.9745
O 1.3867 -1.0792 -2.1237
O 2.3213 -1.0989 -0.2384
C -0.7995 0.3523 -0.8146
C -1.5144 1.1830 0.1442
N -0.9647 0.6195 -2.2303
N -1.2136 -1.2242 -0.5992
O -0.7285 -1.9802 -1.3651
O -1.8219 -1.4184 0.3923
H -1.4295 0.6382 1.0488
H -1.0503 2.1283 0.2794
H -2.5808 1.3147 -0.2821
H -0.1511 -0.0216 -2.5849
H -0.5481 1.5572 -2.3648
C 0.5304 -0.7791 2.5644
H 0.4759 -1.7612 2.9918
H -0.2427 -0.3129 1.9713
H 1.3634 -0.7827 1.8923
H 1.0914 0.1049 3.1850

max |F|	4.6	eV Å⁻¹
LUMO level	-0.0303	Eh
energy relative to the best compared isomer or geometry (same formula, charge and spin)	0.00	kJ/mol

Atom charges from the Mulliken analysis, given in e for atoms 1 to 6: number 1, H, carries 0.341; number 2, N, carries -0.565; number 3, C, carries -0.322; number 4, N, carries 1.072; number 5, O, carries -0.609; number 6, O, carries -0.600

***

(4)
C48H45BrFN12O8SiW | ωB97M-V/def2-TZVPD

Element x y z (Å)
W 0.6832 2.0612 0.9395
F -3.0863 -3.0204 -0.1618
C -1.9087 -3.0989 0.4842
C -1.0759 -2.0225 0.4663
C 0.1157 -2.0759 1.1955
C 0.9406 -0.9040 1.2890
O 0.6734 0.1084 0.5618
C 2.0431 -0.9332 2.1431
C 2.3312 -2.0856 2.8129
N 1.5964 -3.2036 2.7137
C 1.9585 -4.3666 3.5020
C 3.3977 -4.7642 3.5793
C 2.4333 -5.6008 2.7931
C 0.4418 -3.2131 1.9395
C -0.4183 -4.3160 1.9096
C -1.6007 -4.2687 1.1956
N -2.4659 -5.3958 1.2356
C -3.4167 -5.6327 0.1545
C -3.9489 -7.0720 0.3054
N -2.9908 -7.8296 1.1776
C -3.0474 -7.3169 2.5922
C -3.0288 -5.7793 2.5233
C 2.8505 0.2980 2.4044
O 3.9211 0.2323 2.9554
O 2.2809 1.4229 2.0301
H -1.3633 -1.1078 -0.0381
H 3.1860 -2.1192 3.4750
H 1.3494 -4.4776 4.3905
H 3.7536 -5.1303 4.5307
H 4.1152 -4.1831 3.0168
H 2.1320 -6.5593 3.1926
H 2.5053 -5.5463 1.7150
H -0.1656 -5.2168 2.4514
H -2.9051 -5.5085 -0.7986
H -4.2698 -4.9520 0.1663
H -4.0347 -7.5841 -0.6494
H -4.9133 -7.1047 0.8081
H -2.0474 -7.6491 0.8259
H -3.1635 -8.8338 1.1450
H -2.1864 -7.7259 3.1164
H -3.9587 -7.7024 3.0440
H -2.4249 -5.3792 3.3326
H -4.0418 -5.3791 2.6471
N -0.9575 3.5679 3.6793
C 0.0711 4.2623 3.1062
N 0.3925 5.4839 3.4376
N 1.4717 5.7788 2.6750
N 1.7869 4.7923 1.9422
N 0.9051 3.7769 2.1576
C -0.9915 2.2045 3.6448
N -1.7229 1.4344 4.4274
N -1.4275 0.1854 4.0383
N -0.5784 0.1873 3.0796
N -0.2647 1.4802 2.7957
H -1.4520 4.0278 4.4279
O 1.9477 -0.0868 -1.8208
C 0.9059 0.3344 -2.6849
C -0.0059 1.3531 -1.9566
O -1.1195 1.5573 -2.3348
O 0.5337 2.0725 -0.9521
C 0.0587 -0.8695 -3.1016
C -0.9217 -0.7455 -4.0836
C -1.6817 -1.8422 -4.4559
C -1.4661 -3.0804 -3.8609
C -0.4843 -3.2098 -2.8918
C 0.2740 -2.1074 -2.5120
C 1.4954 1.0379 -3.9123
C 2.2721 0.2744 -4.7814
C 2.9190 0.8701 -5.8522
C 2.7872 2.2351 -6.0724
C 2.0031 2.9969 -5.2205
C 1.3570 2.4020 -4.1440
H 2.7741 -0.0484 -2.3148
H -1.0896 0.2133 -4.5553
H -2.4396 -1.7328 -5.2206
H -2.0505 -3.9379 -4.1698
H -0.2877 -4.1745 -2.4375
H 1.0509 -2.2093 -1.7665
H 2.3576 -0.7962 -4.6255
H 3.5200 0.2676 -6.5209
H 3.2930 2.7011 -6.9078
H 1.8967 4.0620 -5.3800
H 0.7651 3.0259 -3.4851
C 3.7756 2.2490 -1.1920
Si 2.9818 3.3572 0.0909
C 4.3412 3.5656 1.3464
C 2.4756 4.8926 -0.8547
C 1.1802 5.1777 -1.2897
C 0.9089 6.3279 -2.0176
C 1.9276 7.2172 -2.3258
C 3.2226 6.9501 -1.9015
C 3.4899 5.7970 -1.1768
H 4.6245 2.8685 -1.5097
H 3.1623 2.0839 -2.0694
H 4.1859 1.3171 -0.8000
H 5.2391 3.8737 0.8000
H 4.5664 2.6159 1.8328
H 4.1221 4.3173 2.0978
H 0.3614 4.5098 -1.0503
H -0.1059 6.5323 -2.3367
H 1.7125 8.1182 -2.8856
H 4.0239 7.6414 -2.1291
H 4.5087 5.6151 -0.8484
Br -7.4511 5.2754 0.4921
C -5.8065 4.3438 0.5186
C -5.8127 2.9580 0.4529
C -4.6073 2.2800 0.4698
C -3.4113 2.9825 0.5579
C -3.4211 4.3721 0.6301
C -4.6236 5.0598 0.6057
C -2.1397 2.2228 0.5777
O -2.0553 1.0229 0.4123
O -1.0592 2.9703 0.8213
H -6.7501 2.4234 0.3911
H -4.5773 1.2001 0.4175
H -2.4882 4.9135 0.7105
H -4.6444 6.1391 0.6588

net charge	+1
max |F|	0.9	eV Å⁻¹
LUMO level	-0.1272	Eh
energy relative to the best compared isomer or geometry (same formula, charge and spin)	63.59	kJ/mol

Atom charges from the Mulliken analysis, given in e for atoms 1 to 6: number 1, W, carries 1.884; number 2, F, carries -0.439; number 3, C, carries 0.620; number 4, C, carries -1.021; number 5, C, carries 0.665; number 6, C, carries 0.043

***

(5)
C28H35I2N5OPbS | ωB97M-V/def2-TZVPD

Element x y z (Å)
Pb -0.2211 -0.8664 0.6886
C 0.1784 -3.1306 3.9356
C -0.6462 -3.3075 2.6842
C -0.2888 -4.2172 1.6987
C -0.9698 -4.3848 0.4875
C -0.5398 -5.4391 -0.4945
C -2.1918 -3.7316 0.3353
C -2.6543 -2.8511 1.3020
C -4.0553 -2.3342 1.3037
C -1.8552 -2.6190 2.4764
H 1.1842 -3.3989 3.6791
H -0.1835 -3.6950 4.7939
H 0.0922 -2.0674 4.2327
H 0.5690 -4.8419 1.8754
H -0.9924 -5.2567 -1.4448
H -0.9331 -6.3426 -0.1433
H 0.5140 -5.4573 -0.6280
H -2.8927 -3.8094 -0.5028
H -4.7898 -3.1429 1.0206
H -4.2516 -1.4903 0.6294
H -4.3221 -2.0015 2.2589
H -2.1871 -1.8841 3.1865
I 2.7127 0.4436 -1.0963
C 4.0430 -1.0394 -0.3833
I 3.4559 -1.9037 1.4679
H 5.0792 -0.5874 -0.4144
H 3.9131 -1.8417 -1.1298
N -1.2686 0.1641 -3.7275
C -0.0295 0.3451 -4.4617
C 0.0849 1.3512 -5.3764
C 1.3057 1.5213 -6.0442
C 2.3382 0.6668 -5.8038
C 2.2349 -0.3641 -4.8451
C 1.0306 -0.5327 -4.1863
S 0.6414 -1.7557 -2.9606
N -0.3926 -0.8443 -1.8676
C -1.2491 -0.0458 -2.3513
C -2.1878 0.7349 -1.4938
C -2.8735 1.8932 -1.9008
C -3.5852 2.5520 -0.9349
C -3.7512 2.1586 0.4025
C -3.0466 1.0048 0.6905
N -2.2243 0.3915 -0.2230
H -2.0043 0.7306 -4.1263
H -0.7423 2.0591 -5.5449
H 1.4311 2.3173 -6.8313
H 3.2172 0.7572 -6.4309
H 3.0560 -1.0312 -4.7083
H -2.8663 2.1464 -2.9092
H -4.0836 3.4366 -1.3206
H -4.2623 2.7582 1.1174
H -3.0400 0.4221 1.6174
C 0.7603 0.7494 3.4753
N 1.6367 1.6338 2.6299
C 2.6276 2.4102 3.3519
C 3.3024 3.3801 2.3984
C 2.2318 4.2286 1.6613
N 1.3690 3.2973 0.9727
C 0.6397 3.8195 -0.1482
C 1.0270 2.1259 1.5039
O 0.0768 1.4518 1.0278
H 1.1944 0.8669 4.4326
H 0.8203 -0.2938 3.1315
H -0.2581 1.1124 3.4316
H 3.3689 1.7911 3.8600
H 2.1818 3.0549 4.1487
H 3.9036 2.9283 1.6490
H 3.8531 4.1147 2.9870
H 2.7543 4.8729 0.9009
H 1.7260 4.8407 2.3487
H 0.2854 4.8266 0.0553
H -0.2407 3.2384 -0.4184
H 1.2400 3.9111 -0.9983

net charge	+2
max |F|	3.0	eV Å⁻¹
LUMO level	-0.2183	Eh

Atom charges from the Mulliken analysis, given in e for atoms 1 to 6: number 1, Pb, carries 1.038; number 2, C, carries -1.316; number 3, C, carries 0.308; number 4, C, carries -0.380; number 5, C, carries 0.363; number 6, C, carries -1.946

***

(6)
C4H6INO | ωB97M-V/def2-TZVPD

Element x y z (Å)
C 0.3969 2.3747 -0.0444
C 0.3148 0.2743 1.3362
C -0.5930 0.3977 -1.2727
C 0.1246 1.0247 -0.0351
N 0.4945 3.5256 -0.0256
O 2.1832 0.6838 -1.0475
I 3.6504 -0.0955 -0.0286
H -0.0925 -0.7569 1.1576
H 1.3939 0.3604 1.4447
H -0.1250 0.9188 2.0336
H -0.7905 -0.6624 -0.9368
H 0.0357 0.4444 -2.1881
H -1.5613 0.9402 -1.6479

max |F|	4.4	eV Å⁻¹
LUMO level (alpha / beta)	-0.0738 / -0.0734	Eh
energy relative to the best compared isomer or geometry (same formula, charge and spin)	477.83	kJ/mol

Atom charges from the Mulliken analysis, given in e for atoms 1 to 6: number 1, C, carries 0.400; number 2, C, carries -0.885; number 3, C, carries -1.053; number 4, C, carries 0.660; number 5, N, carries -0.408; number 6, O, carries -0.610

***

(7)
C5H9ClO2S | ωB97M-V/def2-TZVPD

Element x y z (Å)
C -4.7989 -0.9719 0.0368
C -3.7649 -0.1773 -0.3538
C 2.3689 1.3563 0.6453
C 3.1139 -0.3269 -0.9647
C 2.9635 0.1860 0.4130
O 0.1950 -0.4205 -0.5824
O -0.2335 0.2476 1.8354
S 0.0744 0.5692 0.4626
Cl -3.0347 1.0056 0.6440
H -5.2393 -0.9581 1.0713
H -5.0967 -1.6310 -0.8517
H 2.2884 2.0445 -0.1092
H -3.3937 -0.4102 -1.3233
H 2.1998 1.6844 1.7175
H 3.8158 -1.2465 -0.9929
H 3.4561 0.4008 -1.5591
H 2.0470 -0.8112 -1.3196
H 3.0390 -0.5408 1.2305

max |F|	6.1	eV Å⁻¹
LUMO level	-0.0119	Eh
energy relative to the best compared isomer or geometry (same formula, charge and spin)	242.20	kJ/mol

Atom charges from the Mulliken analysis, given in e for atoms 1 to 6: number 1, C, carries -0.522; number 2, C, carries -0.050; number 3, C, carries -1.016; number 4, C, carries -0.877; number 5, C, carries 0.102; number 6, O, carries -0.453

***

(8)
C4H6NO | ωB97M-V/def2-TZVPD

Element x y z (Å)
C 0.2216 0.7800 0.0078
C 0.3964 -0.7152 0.0066
C -1.2080 0.9907 0.0102
C -0.9510 -1.2596 -0.0169
N -2.0040 -0.0453 -0.0358
O -3.2219 -0.1709 0.0374
H 0.6006 1.4907 0.8650
H 0.6723 1.4094 -0.9082
H 1.0741 -1.0132 -0.9266
H 1.0150 -1.0990 0.8607
H -1.6659 1.8795 0.0728
H -1.4295 -2.1791 0.1739

net charge	+1
max |F|	5.7	eV Å⁻¹
LUMO level (alpha / beta)	-0.2544 / -0.2867	Eh
energy relative to the best compared isomer or geometry (same formula, charge and spin)	471.00	kJ/mol

Atom charges from the Mulliken analysis, given in e for atoms 1 to 6: number 1, C, carries -0.415; number 2, C, carries -0.419; number 3, C, carries -0.326; number 4, C, carries -0.216; number 5, N, carries 0.533; number 6, O, carries -0.491

***

Question: Which formula does entry 8 have?
Answer: C4H6NO